Entry 1:
{
  "formula": "C35H68BrClIN5O14P5S",
  "method": "wB97M-V/def2-TZVPD",
  "total_charge": 1,
  "homo_energy_ev": -9.164,
  "de_lowest_ev": 1.740,
  "elements": ["C", "C", "C", "C", "C", "C", "C", "C", "C", "C", "N", "C", "N", "N", "O", "C", "I", "P", "C", "C", "C", "Cl", "P", "C", "C", "N", "P", "S", "P", "C", "O", "C", "Br", "P", "N", "H", "H", "H", "H", "H", "H", "H", "H", "H", "H", "H", "H", "H", "H", "H", "H", "H", "H", "H", "H", "H", "H", "H", "H", "H", "H", "H", "H", "H", "H", "H", "H", "H", "H", "H", "H", "H", "H", "H", "H", "H", "H", "H", "H", "C", "C", "C", "O", "C", "O", "O", "H", "H", "H", "H", "H", "H", "C", "C", "C", "O", "C", "O", "O", "H", "H", "H", "H", "H", "H", "C", "C", "C", "O", "C", "O", "O", "H", "H", "H", "H", "H", "H", "C", "C", "C", "O", "C", "O", "O", "H", "H", "H", "H", "H", "H"],
  "coordinates": [[6.96049, 3.09942, 1.24881], [5.56682, 3.70761, 1.57474], [4.65537, 2.69726, 2.27918], [3.54959, 2.12722, 1.35935], [4.06767, 1.79033, -0.04871], [3.30309, 0.68131, -0.81541], [3.74990, 0.88894, -2.30189], [5.10555, 1.54897, -2.63373], [6.41821, 0.89056, -2.19618], [7.01848, -0.06011, -3.23303], [8.43197, -0.31579, -2.95693], [8.64918, -1.49055, -2.24807], [8.31450, -2.61830, -2.71324], [9.27696, -1.29916, -0.97912], [1.95042, 1.20833, -0.78372], [0.83317, 0.64179, -0.22717], [0.09423, 1.89022, 1.53383], [-0.57118, 1.01155, -1.53857], [-0.01981, 2.49978, -2.48246], [-2.11037, 1.57647, -0.72834], [0.91122, -0.97509, 0.22944], [-0.56437, -1.68917, -0.56830], [0.38915, -1.01024, 2.02019], [1.39663, -1.62880, 3.40764], [-1.30967, -1.61760, 2.30424], [2.16297, -1.66375, -0.21272], [2.42957, -3.31579, 0.60033], [0.84281, -4.31308, 1.08813], [2.16464, -2.18683, -2.07952], [1.26357, -3.74339, -2.40323], [1.27211, -1.11499, -2.94221], [3.50035, -0.76865, -0.22211], [4.82697, -1.85369, -1.34008], [4.49111, -0.86866, 1.42803], [5.38399, -2.16552, 1.58173], [7.29836, 3.38408, 0.25984], [6.90548, 2.01871, 1.33040], [7.69941, 3.42695, 1.97150], [5.12633, 4.08777, 0.66014], [5.74963, 4.56802, 2.20729], [5.20731, 1.92043, 2.80261], [4.11452, 3.25008, 3.04334], [3.07368, 1.30054, 1.88604], [2.81017, 2.91040, 1.29354], [3.85466, 2.66883, -0.63593], [5.13009, 1.61273, 0.00797], [3.64773, 0.00840, -2.92519], [3.02437, 1.57771, -2.71898], [5.15531, 2.59443, -2.36037], [5.14068, 1.57735, -3.72133], [7.15614, 1.68665, -2.09777], [6.38879, 0.43080, -1.21591], [6.46411, -0.98080, -3.32441], [6.97038, 0.47921, -4.17639], [8.85631, 0.43361, -2.42649], [8.54696, -3.35880, -2.06124], [10.26655, -1.09347, -1.08756], [9.23395, -2.15267, -0.43688], [-0.53317, 2.53740, -3.43343], [1.04632, 2.48283, -2.67017], [-0.23271, 3.38277, -1.88450], [-2.87309, 1.52951, -1.49768], [-2.09139, 2.61511, -0.42466], [-2.46500, 0.93504, 0.06565], [2.19153, -2.35800, 3.26759], [1.85062, -0.78616, 3.92470], [0.73298, -2.07388, 4.14051], [-1.37911, -1.69482, 3.38747], [-2.05733, -0.90047, 1.98808], [-1.48973, -2.61762, 1.93072], [3.18143, -4.09285, -0.28564], [3.18458, -3.18264, 1.76009], [0.30292, -3.89599, -1.92186], [1.87558, -4.61480, -2.19760], [1.10872, -3.70768, -3.48496], [1.16540, -1.50816, -3.83071], [3.61974, -0.71543, 2.52160], [5.36576, 0.21894, 1.45533], [5.11193, -2.66212, 2.42675], [-0.41305, -6.74058, -7.63265], [-0.23953, -5.28855, -7.26398], [0.52194, -4.45551, -8.26550], [1.08022, -3.42648, -7.42679], [1.22214, -3.94783, -6.19882], [1.82928, -3.42570, -5.30644], [0.59967, -5.13613, -6.09431], [-0.70082, -7.32429, -6.75936], [-1.18027, -6.85156, -8.39749], [0.51832, -7.16375, -8.01069], [-1.20924, -4.84020, -7.03304], [-0.10840, -4.02420, -9.03799], [1.34499, -4.99918, -8.73226], [-8.51324, 1.25626, -1.31125], [-7.00573, 1.24262, -1.36829], [-6.31437, 1.22815, -0.02783], [-5.05467, 1.85561, -0.33154], [-5.27149, 2.68657, -1.38717], [-4.49214, 3.49251, -1.77972], [-6.49270, 2.46680, -1.92807], [-8.92816, 1.55582, -2.27267], [-8.89648, 0.26912, -1.05486], [-8.87073, 1.97125, -0.56912], [-6.66011, 0.41934, -2.00066], [-6.15975, 0.22713, 0.36773], [-6.82695, 1.83434, 0.72149], [-3.40616, 0.51149, 6.80943], [-3.87084, 0.45936, 5.37491], [-4.08494, 1.80203, 4.72125], [-5.07060, 1.49163, 3.72407], [-5.78107, 0.43151, 4.17536], [-6.78521, 0.03421, 3.67661], [-5.19119, -0.11097, 5.26878], [-3.55166, -0.45379, 7.29281], [-2.35020, 0.77545, 6.86133], [-3.97558, 1.24612, 7.37969], [-3.19469, -0.16518, 4.78261], [-3.18678, 2.20529, 4.25914], [-4.50427, 2.54471, 5.40297], [-9.69593, 1.54756, 3.51240], [-9.44595, 2.56981, 4.59061], [-10.00205, 2.21842, 5.94942], [-10.20617, 3.51205, 6.53192], [-10.42211, 4.38627, 5.51402], [-10.80305, 5.50030, 5.64833], [-10.13957, 3.80114, 4.31920], [-9.53175, 1.98496, 2.52748], [-9.03094, 0.69594, 3.63415], [-10.72741, 1.19166, 3.53663], [-8.37689, 2.79899, 4.64837], [-9.31914, 1.62745, 6.55527], [-10.96679, 1.70953, 5.89213]],
  "mulliken_charge": [-1.07, -0.57, -1.18, -0.47, -2.05, 3.67, -1.50, -1.42, -0.42, -1.15, -0.30, 0.55, -0.64, -0.55, 0.07, -1.39, -0.08, 0.36, -1.02, -1.35, 0.58, -0.04, 0.88, -1.47, -1.33, 0.02, 0.16, -0.23, 0.61, -0.91, -0.17, -1.02, 0.29, 0.74, -0.74, 0.21, 0.28, 0.38, 0.31, 0.53, 0.33, 0.51, -0.21, 0.52, 1.39, -0.33, 0.20, 0.02, 0.30, 0.84, 0.60, 0.27, 0.50, 0.27, 0.31, 0.22, 0.23, 0.24, 0.42, 0.16, 0.35, 0.41, 0.47, 0.32, 0.43, 0.43, 0.47, 0.44, 0.23, 0.43, 0.22, 0.03, 0.31, 0.42, 0.31, 0.21, 0.07, -0.15, 0.31, -1.43, 0.50, -0.50, -0.28, 0.60, -0.69, -0.32, 0.37, 0.39, 0.35, 0.28, 0.30, 0.32, -1.42, 0.61, -0.46, -0.13, 0.53, -0.53, -0.39, 0.37, 0.39, 0.30, 0.26, 0.29, 0.21, -1.56, 1.01, -0.47, -0.27, 0.64, -0.54, -0.38, 0.38, 0.38, 0.37, -0.10, 0.26, 0.29, -1.20, 0.68, -0.48, -0.33, 0.57, -0.52, -0.38, 0.21, 0.32, 0.40, 0.13, 0.29, 0.31]
}

---

Entry 2:
{
  "formula": "C35H68BrN4O4S",
  "method": "wB97M-V/def2-TZVPD",
  "total_charge": 1,
  "homo_energy_ev": -10.986,
  "de_lowest_ev": 0.000,
  "elements": ["C", "C", "C", "C", "N", "C", "C", "C", "C", "C", "C", "C", "C", "C", "C", "C", "C", "C", "O", "C", "N", "C", "C", "S", "C", "N", "N", "C", "O", "C", "C", "C", "Br", "C", "C", "H", "H", "H", "H", "H", "H", "H", "H", "H", "H", "H", "H", "H", "H", "H", "H", "H", "H", "H", "H", "H", "H", "H", "H", "H", "H", "H", "H", "H", "H", "H", "H", "H", "H", "H", "H", "H", "H", "H", "H", "H", "H", "H", "H", "H", "H", "H", "H", "H", "H", "H", "H", "C", "C", "C", "O", "C", "H", "H", "H", "H", "H", "H", "H", "H", "C", "C", "C", "O", "C", "H", "H", "H", "H", "H", "H", "H", "H"],
  "coordinates": [[2.26026, 1.78120, 2.11397], [1.66696, 0.65493, 2.96256], [1.33909, -0.59617, 2.13273], [-0.10730, -0.53213, 1.63615], [-0.45832, -1.55298, 0.64933], [-1.29873, -1.14152, -0.46095], [-2.57282, -1.95877, -0.77981], [-2.37192, -2.88853, -1.98098], [-3.81133, -1.08029, -1.03137], [-3.83025, -0.20876, -2.29527], [-2.94659, 1.05466, -2.28573], [-1.57925, 0.93361, -2.99057], [-1.42211, 1.85336, -4.21185], [-0.47206, 1.33624, -5.30853], [-1.00902, 1.56282, -6.73109], [0.07112, 1.77165, -7.79820], [1.26148, 0.80182, -7.78044], [0.96878, -0.65606, -8.19109], [-0.41269, -0.84375, -8.42725], [-0.76760, -2.15089, -8.82127], [-2.91726, -2.90169, 0.39820], [-3.70929, -2.34388, 1.55480], [-3.03047, -1.20054, 2.30635], [-4.30250, -0.33501, 3.30258], [-3.78304, 1.30462, 3.03224], [-3.56936, 2.20512, 3.93272], [-3.26199, 3.37760, 3.25233], [-3.30189, 3.06811, 1.99894], [-3.62651, 1.78977, 1.76145], [-1.74009, -3.71159, 0.85763], [-0.46153, -2.90294, 1.15540], [0.79145, -3.73364, 0.79320], [1.13413, -3.68891, -1.11480], [0.77233, -5.18351, 1.27588], [2.16296, -5.84329, 1.30570], [1.64566, 1.97550, 1.22573], [3.26271, 1.50678, 1.77097], [2.34328, 2.71040, 2.68111], [2.38176, 0.39055, 3.75027], [0.76535, 0.98509, 3.48848], [2.01241, -0.68541, 1.27332], [1.47353, -1.49283, 2.75199], [-0.76101, -0.56984, 2.52086], [-0.27857, 0.44154, 1.16227], [-1.59800, -0.10591, -0.27094], [-0.71474, -1.12607, -1.39080], [-1.59329, -3.62894, -1.80182], [-3.30595, -3.39441, -2.25082], [-2.04785, -2.30416, -2.84603], [-3.99141, -0.41371, -0.18440], [-4.67809, -1.75556, -1.08695], [-3.61569, -0.80538, -3.18763], [-4.87690, 0.09972, -2.39684], [-3.51379, 1.85185, -2.78014], [-2.81853, 1.39185, -1.24931], [-1.41544, -0.10231, -3.31398], [-0.77703, 1.14992, -2.27457], [-1.05614, 2.82439, -3.86429], [-2.41087, 2.03079, -4.65015], [0.50440, 1.82171, -5.20912], [-0.30464, 0.26214, -5.14986], [-1.62815, 0.71219, -7.02722], [-1.66198, 2.44351, -6.72243], [-0.39931, 1.72101, -8.78485], [0.47262, 2.78812, -7.69616], [2.01431, 1.19799, -8.46888], [1.72534, 0.80922, -6.79010], [1.30033, -1.35326, -7.40746], [1.53067, -0.91221, -9.10099], [-1.20411, -2.12751, -9.82478], [-1.51152, -2.55470, -8.12546], [0.09560, -2.82587, -8.83514], [-3.54865, -3.56292, -0.05501], [-3.85821, -3.18190, 2.24385], [-4.68890, -2.06329, 1.16836], [-2.26292, -1.57519, 2.98547], [-2.58052, -0.47813, 1.63436], [-3.10329, 3.70199, 1.14651], [-1.56333, -4.47691, 0.09959], [-2.07043, -4.22158, 1.76547], [-0.38024, -2.81163, 2.25114], [1.64338, -3.21872, 1.24449], [0.33259, -5.18652, 2.28137], [0.11282, -5.77320, 0.63177], [2.17284, -6.78821, 0.75919], [2.91549, -5.19850, 0.84166], [2.48117, -6.05196, 2.32750], [7.75309, 2.91955, 2.97320], [6.90299, 4.16118, 3.24117], [5.68164, 3.88574, 2.37371], [5.52077, 2.46548, 2.35560], [6.68686, 1.83508, 2.89063], [8.49209, 2.72044, 3.74736], [8.27426, 3.01530, 2.01892], [6.62079, 4.20770, 4.29478], [7.39825, 5.09451, 2.97919], [5.83312, 4.24496, 1.35055], [4.76608, 4.33332, 2.76341], [6.45641, 1.43197, 3.88290], [6.96397, 1.00691, 2.23733], [-1.11677, 2.43522, 7.38545], [0.25623, 3.03533, 7.08326], [0.95915, 1.86565, 6.40754], [-0.06170, 1.13434, 5.72171], [-1.35314, 1.58352, 6.14617], [-1.89690, 3.18010, 7.53174], [-1.06921, 1.80831, 8.27783], [0.15912, 3.87403, 6.39115], [0.78524, 3.38302, 7.96877], [1.43906, 1.21136, 7.14251], [1.71094, 2.17549, 5.67951], [-1.81412, 2.17115, 5.34719], [-1.97966, 0.71016, 6.33592]],
  "mulliken_charge": [-1.18, -0.40, -0.62, -0.52, 1.03, -1.66, 2.40, -1.67, -1.44, -1.26, -0.58, 0.01, -1.02, -0.53, -0.59, -0.99, -0.65, -0.56, -0.25, -0.81, 0.30, -1.46, 0.84, -0.26, 0.50, -0.21, -0.54, 0.03, -0.13, -1.80, -0.04, -0.86, -0.04, -0.30, -1.27, 0.18, 0.25, 0.42, 0.50, -0.05, 0.41, 0.37, 0.04, 0.23, -0.10, 0.38, 0.46, 0.39, 0.35, 0.06, 0.61, 0.54, 0.43, 0.79, 0.01, -0.15, 0.28, 0.21, 0.55, 0.43, 0.27, 0.21, 0.51, 0.32, 0.42, 0.43, 0.27, 0.32, 0.42, 0.27, 0.24, 0.35, 0.53, 0.51, 0.47, 0.79, -0.82, 0.48, 0.55, 0.29, 0.66, 0.70, 0.39, 0.28, 0.34, 0.35, 0.34, -0.58, -0.55, -0.40, -0.30, -0.46, 0.33, 0.26, 0.27, 0.34, 0.29, 0.23, 0.29, 0.28, -0.65, -0.69, -0.26, -0.38, -0.09, 0.35, 0.26, 0.29, 0.38, 0.28, 0.17, 0.09, 0.28]
}